The following is a quantum chemistry calculation of C7H12N2 in the gas phase, from the Open Molecules 2025 dataset.

Geometry as XYZ:
```
21
Properties=species:S:1:pos:R:3
C -1.59 -0.99 -0.45
C -1.08 1.39 0.07
C 0.34 1.14 -0.21
C 1.28 0.49 0.76
C 0.56 -1.02 1.10
C -0.07 -1.18 -0.29
C 0.77 -0.06 -0.92
H -2.24 -1.92 -0.13
H -1.81 -0.90 -1.52
H -2.60 0.08 1.08
H -1.34 2.35 -0.61
H -1.37 1.89 1.06
H 0.84 2.09 -0.48
H 1.72 1.06 1.69
H -0.41 -1.07 1.83
H 1.45 -1.71 1.37
H 0.40 -2.10 -0.62
H 0.84 -0.06 -2.00
H 2.82 0.43 -0.94
N -2.07 0.27 0.18
N 2.14 -0.08 -0.34
```

The value obtained for the HOMO energy is -8.459 eV. The multiplicity is 1. The LUMO energy is 0.991 eV. The gap between HOMO and LUMO is 0.3473 hartree.


The following is a quantum chemistry calculation of C7H12N2 in the gas phase, from the Open Molecules 2025 dataset.

Geometry as XYZ:
```
21
Properties=species:S:1:pos:R:3
C 0.58 1.70 -0.06
C -1.90 0.72 -0.27
C -1.21 -0.76 -0.53
C -0.34 -1.08 0.64
C 0.97 -0.74 0.59
C 2.30 -0.62 -0.39
C 1.12 0.38 -0.31
H 1.18 2.17 0.67
H 0.81 2.47 -0.78
H -0.72 1.12 1.32
H -2.91 0.70 0.15
H -1.97 1.33 -1.30
H -0.88 -0.59 -1.47
H -1.88 -2.73 0.29
H -0.80 -0.72 1.50
H 1.30 -0.70 1.75
H 3.15 -0.76 0.37
H 2.44 -1.12 -1.26
H 0.67 -0.04 -1.23
N -0.90 1.45 0.46
N -1.01 -2.16 -0.15
```

The value obtained for the HOMO energy is -8.374 eV. The multiplicity is 1. The LUMO energy is 0.986 eV. The gap between HOMO and LUMO is 0.3440 hartree.


The following is a quantum chemistry calculation of C7H12N2 in the gas phase, from the Open Molecules 2025 dataset.

Geometry as XYZ:
```
21
Properties=species:S:1:pos:R:3
C 2.44 1.34 -0.10
C 2.97 -0.05 -0.15
C 2.30 -1.18 -0.01
C 0.83 -1.32 0.22
C -2.35 -0.38 -0.96
C -2.60 0.80 -0.03
C -1.85 -0.06 1.04
H 1.43 1.41 0.34
H 2.38 1.85 -1.08
H 3.04 2.00 0.55
H 4.07 -0.14 -0.26
H 2.83 -2.16 -0.11
H 0.49 -2.07 0.94
H -2.03 -0.14 -1.99
H -3.21 -1.08 -1.06
H -3.65 1.01 0.19
H -2.08 1.73 -0.27
H -1.12 0.55 1.61
H -2.59 -0.62 1.66
N -0.02 -0.60 -0.45
N -1.29 -0.89 -0.07
```

The value obtained for the HOMO energy is -7.904 eV. The multiplicity is 1. The LUMO energy is 1.111 eV. The gap between HOMO and LUMO is 0.3313 hartree.


The following is a quantum chemistry calculation of C7H12N2 in the gas phase, from the Open Molecules 2025 dataset.

Geometry as XYZ:
```
21
Properties=species:S:1:pos:R:3
C -2.57 0.04 -0.77
C -1.27 -0.79 1.12
C -0.24 -0.23 0.17
C 0.28 1.23 0.19
C 1.93 1.04 -0.09
C 2.08 -0.27 0.27
C 1.00 -0.80 -0.55
H -2.37 0.29 -1.76
H -3.40 -0.70 -0.57
H -2.78 0.98 -0.24
H -2.04 -0.06 1.71
H -1.05 -1.70 1.66
H -0.21 1.89 -0.41
H 0.24 1.50 1.29
H 1.91 1.14 -1.33
H 2.61 1.95 0.23
H 1.88 -0.56 1.36
H 2.22 -2.34 0.00
H 0.94 -0.32 -1.48
N -1.43 -0.82 -0.34
N 2.26 -1.48 -0.47
```

The value obtained for the HOMO energy is -8.503 eV. The multiplicity is 1. The LUMO energy is 1.018 eV. The gap between HOMO and LUMO is 0.3499 hartree.


The following is a quantum chemistry calculation of C7H12N2O in the gas phase, from the Open Molecules 2025 dataset.

Geometry as XYZ:
```
22
Properties=species:S:1:pos:R:3
C -1.22 -2.53 0.26
C 0.01 -2.01 0.43
C -1.76 -0.50 -0.18
C 1.04 1.02 -1.23
C 2.34 -0.29 0.60
C -2.05 1.73 0.18
C 1.03 0.36 0.21
N -2.24 -1.65 -0.04
N -0.01 -0.63 0.20
O -2.33 0.59 -0.69
H -1.43 -3.54 0.35
H 0.83 -2.52 0.92
H 2.01 1.29 -1.59
H 0.43 2.02 -1.18
H 0.47 0.48 -2.04
H 2.72 -0.86 -0.17
H 2.28 -0.82 1.49
H 3.11 0.56 0.72
H -1.55 1.57 1.08
H -3.04 2.23 0.41
H -1.48 2.31 -0.56
H 0.82 1.20 0.83
```

The value obtained for the HOMO energy is -7.680 eV. The multiplicity is 1. The LUMO energy is 0.790 eV. The gap between HOMO and LUMO is 0.3112 hartree.


The highest LUMO energy belongs to which entry?
number 3


Among the records above, which one has the lowest gap between HOMO and LUMO?
C7H12N2O


Look up the multiplicity of the second one.
1